## P
ORCA calculation (ωB97M-V/def2-TZVPD) on a molecular structure, C5H14NO2.

Summary:
LUMO level (eV): -9.54
HOMO-LUMO gap (eV): 3.70
E_HOMO (eV): -13.25
Total charge: +1

Last column: natural (NBO) charge in e.
Positions of all 22 atoms, in Å:
C (2.2640, -1.2173, 0.1057)  -0.08
O (1.3796, -1.1748, 1.2019)  -0.60
C (1.5487, -0.7177, -1.1506)  -0.40
C (0.9047, 0.6579, -0.8881)  -0.48
C (-0.2388, 0.8841, -1.8367)  0.16
C (-0.2158, 1.8997, -2.7557)  0.07
N (-1.2273, -0.0431, -1.7118)  -0.43
H (3.1418, -0.6148, 0.3672)  0.20
H (2.5522, -2.2803, -0.0946)  0.22
H (0.3900, -1.4322, 0.8559)  0.50
H (0.7426, -1.4306, -1.4133)  0.23
H (2.2413, -0.6973, -2.0105)  0.23
H (0.5066, 0.6392, 0.1302)  0.29
H (1.6564, 1.4717, -0.9392)  0.24
H (0.6191, 2.5712, -2.8416)  0.24
H (-1.0562, 2.1028, -3.4157)  0.23
H (-2.0988, 0.1109, -2.2227)  0.41
H (-4.6319, 1.7613, 9.0507)  -0.01
H (-1.1688, -0.7614, -0.9089)  0.44
H (-4.9515, 1.6324, 9.7053)  0.01
H (-1.5114, -1.9385, 0.6252)  0.50
O (-0.8468, -1.4231, 0.1474)  -0.98

***

## Q
ORCA calculation (ωB97M-V/def2-TZVPD) on 2 unconnected molecules or ions with the total composition C5H14NO2.

Summary:
LUMO level (eV): -3.41
HOMO-LUMO gap (eV): 9.55
E_HOMO (eV): -12.96
Total charge: +1

Last column: natural (NBO) charge in e.
Positions of all 22 atoms, in Å:
C (-2.0564, -0.8934, 1.2528)  -0.07
O (-1.4425, 0.3102, 1.5503)  -0.77
C (-2.2559, -0.9779, -0.3118)  -0.41
C (-0.9087, -1.0325, -1.1095)  -0.49
C (0.0868, 0.0374, -0.7581)  -0.11
C (1.2622, 0.1937, -1.3875)  -0.15
N (2.1490, 1.3079, -1.0114)  -0.71
H (-1.4819, -1.8108, 1.6943)  0.16
H (-2.9953, -0.8804, 1.8566)  0.18
H (-1.2203, 0.5412, 2.4667)  0.49
H (-2.7904, -2.1153, -0.4313)  0.23
H (-2.9203, -0.1777, -0.7178)  0.23
H (-0.4968, -2.0290, -1.2401)  0.25
H (-1.4088, -0.8378, -2.1857)  0.25
H (-0.1122, 0.7189, 0.0824)  0.24
H (1.3124, -0.4412, -2.1974)  0.23
H (1.5717, 2.2005, -1.0650)  0.44
H (2.9671, 1.3147, -1.6205)  0.44
H (2.4527, 1.3119, -0.0207)  0.45
H (3.0119, 0.4263, 1.9658)  0.51
H (2.8253, 1.8434, 1.6996)  0.49
O (2.4505, 0.9897, 1.4883)  -0.91

***

## R
ORCA calculation (ωB97M-V/def2-TZVPD) on 3 unconnected molecules or ions with the total composition C5H14NO2.

Summary:
LUMO level (eV): -7.93
HOMO-LUMO gap (eV): 6.98
E_HOMO (eV): -14.91
Total charge: +1

Last column: natural (NBO) charge in e.
Positions of all 22 atoms, in Å:
O (-1.4254, 1.1488, 1.8287)  -0.39
C (-0.3484, 0.9064, 1.3352)  0.28
C (0.0560, 0.0880, 0.1763)  0.52
C (1.4625, 0.1376, -0.1840)  -0.56
C (1.7847, 0.8570, -1.6461)  -0.27
C (2.4472, 0.0167, -2.6691)  -0.68
N (-1.1139, -0.4929, -0.3254)  -0.81
H (0.4644, 1.4546, 1.8146)  0.16
H (-2.3306, -2.6746, -4.7354)  -0.02
H (1.7576, 0.0808, 1.0495)  0.29
H (1.6942, -0.8832, -0.5956)  0.31
H (2.0508, 1.9197, -1.4539)  0.27
H (0.6666, 0.8428, -1.8349)  0.21
H (2.0292, -0.7032, -3.3702)  0.26
H (2.9660, 0.6586, -3.3996)  0.27
H (3.2498, -0.4602, -2.0905)  0.23
H (-1.8428, 0.2164, -0.4240)  0.43
H (-2.7987, -2.7933, -5.3044)  0.02
H (-1.6077, -1.2935, 0.0722)  0.49
H (-1.6159, -0.5759, 2.4254)  0.47
H (-2.7586, -1.5141, 3.1418)  0.51
O (-1.9324, -1.4530, 2.6567)  -0.97

***

Most stable pick: Q. Distance to second place: 460.6 kJ/mol.

***

## P
ORCA calculation (ωB97M-V/def2-TZVPD) on 2 unconnected molecules or ions with the total composition C5H14NO2.

Summary:
LUMO level (eV): -3.14
HOMO-LUMO gap (eV): 11.01
E_HOMO (eV): -14.15
Total charge: +1

Last column: natural (NBO) charge in e.
Positions of all 22 atoms, in Å:
C (1.1040, 0.3038, -1.4909)  -0.72
C (-1.4516, -1.0491, -1.1063)  -0.45
C (1.8556, -1.4824, 1.7397)  -0.28
C (-1.0184, 2.3208, 0.3493)  -0.26
C (0.8143, -0.5175, -0.3390)  0.77
N (-0.2610, -1.2889, -0.2988)  -0.52
O (1.8130, -0.5945, 0.5273)  -0.45
O (-1.0670, 1.0956, 0.9857)  -0.77
H (1.9911, 0.8305, -1.3296)  0.27
H (1.0477, -0.3257, -2.4250)  0.28
H (0.3049, 1.1303, -1.4873)  0.27
H (-1.8018, -0.0158, -0.9595)  0.24
H (-1.3504, -1.3118, -2.2456)  0.24
H (-2.2820, -1.6712, -0.7624)  0.25
H (2.5789, -2.2754, 1.6141)  0.24
H (0.8430, -1.6978, 2.0968)  0.19
H (2.3561, -0.9056, 2.5225)  0.24
H (-1.3592, 2.3920, -0.7886)  0.16
H (0.0300, 2.6222, 0.2738)  0.18
H (-1.6235, 3.0844, 0.8872)  0.21
H (-1.6958, 1.0071, 1.7237)  0.50
H (-0.2954, -1.9270, 0.4950)  0.42

***

## Q
ORCA calculation (ωB97M-V/def2-TZVPD) on 2 unconnected molecules or ions with the total composition C5H14NO2.

Summary:
LUMO level (eV): -2.73
HOMO-LUMO gap (eV): 11.37
E_HOMO (eV): -14.10
Total charge: +1

Last column: natural (NBO) charge in e.
Positions of all 22 atoms, in Å:
C (-2.5024, 0.5861, 2.1573)  -0.64
C (4.3021, -0.6244, -1.6465)  -0.73
C (-0.8915, 0.0869, 0.5204)  -0.21
C (-2.3573, 0.2571, 0.6956)  0.06
C (3.0193, -0.2506, -1.0882)  0.48
N (-0.7376, -0.3575, -0.9312)  -0.69
O (-2.6175, 1.2764, -0.3381)  -0.74
O (1.9742, -0.6535, -1.5309)  -0.60
H (-2.4914, -0.4147, 2.7483)  0.25
H (-3.4973, 0.8916, 2.2754)  0.23
H (-1.8022, 1.3919, 2.4529)  0.23
H (4.8728, 0.1938, -1.8487)  0.25
H (4.7914, -1.4642, -0.9787)  0.27
H (4.1412, -1.1348, -2.7133)  0.24
H (-0.4454, 0.9807, 0.5965)  0.22
H (-2.9368, -0.7315, 0.6152)  0.19
H (3.0628, 0.2168, -0.1535)  0.12
H (-1.3043, -1.1307, -1.2418)  0.43
H (0.2433, -0.4457, -1.3619)  0.48
H (-1.0713, 0.3657, -1.4746)  0.43
H (-3.4549, 1.6995, 0.0338)  0.50
H (-0.5832, -0.7356, 1.1166)  0.23

***

Most stable pick: P. Distance to second place: 12.4 kJ/mol.

***

## P
ORCA calculation (ωB97M-V/def2-TZVPD) on 2 unconnected molecules or ions with the total composition C2H8NO.

Summary:
LUMO level (eV): -3.88
HOMO-LUMO gap (eV): 9.60
E_HOMO (eV): -13.48
Total charge: +1

Last column: natural (NBO) charge in e.
Positions of all 12 atoms, in Å:
N (2.1143, 0.1418, -0.0727)  -0.88
H (2.4519, 1.1058, -0.0898)  0.45
H (1.2586, 0.0727, -0.6542)  0.48
H (2.8201, -0.4712, -0.4746)  0.45
H (1.8089, -0.1334, 0.8581)  0.46
C (-0.9619, 0.3084, 1.2331)  -0.51
C (-1.3092, -0.2380, 0.0748)  0.13
O (-0.5359, -0.1914, -1.0801)  -0.74
H (-1.7934, 0.4083, 1.9232)  0.25
H (-0.0482, 0.6518, 1.6856)  0.19
H (-2.2694, -0.7286, -0.0128)  0.21
H (-1.1365, -0.4029, -1.8036)  0.52

***

## Q
ORCA calculation (ωB97M-V/def2-TZVPD) on 2 unconnected molecules or ions with the total composition C2H8NO.

Summary:
LUMO level (eV): -5.09
HOMO-LUMO gap (eV): 10.84
E_HOMO (eV): -15.93
Total charge: +1

Last column: natural (NBO) charge in e.
Positions of all 12 atoms, in Å:
O (0.9064, -2.5050, -0.2847)  -0.96
H (0.5325, -3.3825, -0.2805)  0.49
H (1.5119, -2.8227, -0.9754)  0.48
H (-0.6457, 2.2187, -0.6299)  0.27
C (-1.1665, 1.4702, -0.0967)  -0.74
C (-0.3341, 0.3222, 0.0843)  0.34
N (0.8560, 0.6327, 0.4679)  -0.64
H (-2.2008, 1.3480, -0.4903)  0.28
H (-1.2175, 1.9760, 0.8339)  0.28
H (-0.8377, -0.7129, 0.0476)  0.29
H (1.0133, 1.6163, 0.8537)  0.45
H (1.5820, -0.1609, 0.4700)  0.47

***

## R
ORCA calculation (ωB97M-V/def2-TZVPD) on 2 unconnected molecules or ions with the total composition C2H8NO.

Summary:
LUMO level (eV): -4.62
HOMO-LUMO gap (eV): 11.87
E_HOMO (eV): -16.49
Total charge: +1

Last column: natural (NBO) charge in e.
Positions of all 12 atoms, in Å:
O (0.8507, 2.3168, 1.1536)  -0.98
H (0.7334, 3.2058, 1.4975)  0.51
H (1.6504, 1.9647, 1.5612)  0.50
H (-0.7692, -2.6132, 0.0690)  0.28
C (-0.4590, -1.9035, -0.6967)  -0.71
C (-0.0328, -0.6594, -0.0692)  0.33
N (-0.4240, 0.4951, -0.4407)  -0.59
H (-1.3110, -1.7859, -1.3652)  0.25
H (0.3696, -2.2857, -1.2980)  0.29
H (0.5055, -0.6738, 0.8773)  0.23
H (-1.0493, 0.5607, -1.2414)  0.42
H (-0.0643, 1.3782, -0.0472)  0.47

***

Most stable pick: R. Distance to second place: 99.9 kJ/mol.

***

## P
ORCA calculation (ωB97M-V/def2-TZVPD) on C4H7NS in the gas phase.

Summary:
LUMO level (eV): 0.76
HOMO-LUMO gap (eV): 8.99
E_HOMO (eV): -8.23
SMILES: C=CCNC=S

Last column: natural (NBO) charge in e.
Positions of all 13 atoms, in Å:
C (-0.6904, 1.2681, 1.6798)  -0.40
C (0.2973, 1.2348, 0.7917)  -0.18
C (0.6796, 0.1044, -0.1340)  -0.29
N (-0.3503, -0.7583, -0.6216)  -0.53
C (-0.1617, -1.6418, -1.5267)  -0.03
S (1.2763, -2.0629, -2.2840)  -0.24
H (-1.4286, 0.4730, 1.6735)  0.17
H (-0.8424, 2.0790, 2.3733)  0.21
H (0.9040, 2.1712, 0.7746)  0.22
H (1.1936, 0.3877, -1.0566)  0.24
H (1.4332, -0.4630, 0.3846)  0.23
H (-1.2406, -0.6271, -0.1642)  0.40
H (-1.0701, -2.1650, -1.8904)  0.20

***

## Q
ORCA calculation (ωB97M-V/def2-TZVPD) on a molecular structure, C4H7NS.

Summary:
LUMO level (eV): 0.83
HOMO-LUMO gap (eV): 9.18
E_HOMO (eV): -8.35

Last column: natural (NBO) charge in e.
Positions of all 13 atoms, in Å:
C (0.4753, -0.8684, 1.1924)  -0.49
C (-1.1159, 0.6597, -0.9005)  -0.46
C (0.5591, 0.6793, -0.8056)  -0.13
C (0.7101, 0.5904, 0.6861)  -0.11
H (-0.2034, -0.9074, 2.1617)  0.23
H (0.9916, -2.0341, 1.0042)  0.25
H (-1.7539, 0.6726, -1.8215)  0.23
H (-1.6463, 1.2196, -0.2667)  0.19
H (1.0657, -0.1878, -1.2416)  0.22
H (1.4557, 2.1974, 0.3500)  0.36
H (0.0627, 1.0485, 1.4675)  0.19
N (1.6269, 1.3330, -0.0214)  -0.54
S (-0.9458, -1.1066, -0.1586)  0.06

***

Most stable pick: P. Distance to second place: 474.7 kJ/mol.

***

## P
ORCA calculation (ωB97M-V/def2-TZVPD) on a gas-phase ion, C5H10NS (charge +1).

Summary:
LUMO level (eV): -4.69
HOMO-LUMO gap (eV): 9.25
E_HOMO (eV): -13.93
Total charge: +1
SMILES: C=CCC[N@@H+]1CS1

Last column: natural (NBO) charge in e.
Positions of all 17 atoms, in Å:
C (-0.4254, 1.1254, -2.2614)  -0.29
C (-0.2876, 0.2699, -1.2436)  -0.28
C (-1.0461, 0.3084, 0.0456)  -0.47
C (0.0256, 0.5937, 1.2330)  -0.23
N (1.1815, -0.2542, 0.9890)  -0.48
C (1.4496, -1.5446, 1.4256)  -0.34
S (2.4206, -0.3275, 2.2706)  0.46
H (0.2159, 0.9814, -3.1994)  0.22
H (-1.0001, 1.9426, -2.3281)  0.21
H (0.2969, -0.7248, -1.3224)  0.19
H (-1.9104, 1.0150, -0.0255)  0.26
H (-1.5547, -0.6983, 0.1044)  0.24
H (0.4732, 1.5953, 1.1205)  0.24
H (-0.4676, 0.4145, 2.3104)  0.26
H (1.4508, -0.0245, 0.0370)  0.47
H (0.8066, -1.9451, 2.2209)  0.26
H (1.7390, -2.3035, 0.6122)  0.27

***

## Q
ORCA calculation (ωB97M-V/def2-TZVPD) on a gas-phase ion, C5H10NS (charge +1).

Summary:
LUMO level (eV): -3.42
HOMO-LUMO gap (eV): 10.34
E_HOMO (eV): -13.76
Total charge: +1
SMILES: [NH3+]C1([C@@H]2CS2)CC1

Last column: natural (NBO) charge in e.
Positions of all 17 atoms, in Å:
N (-0.6105, -0.8259, 0.9786)  -0.76
C (0.1442, 0.2521, 0.3879)  0.11
C (0.2460, -0.1266, -1.3867)  -0.31
C (-0.8393, -0.7495, -2.0847)  -0.41
S (0.5501, -1.8427, -1.4290)  0.19
C (1.2659, 0.6887, 1.2020)  -0.42
C (0.0080, 1.6369, 0.9036)  -0.42
H (-0.4067, -1.2345, 1.9668)  0.46
H (-0.3703, -1.6808, 0.3048)  0.42
H (-1.6764, -0.7569, 0.9518)  0.44
H (0.8695, 0.5570, -1.9074)  0.26
H (-1.7637, -0.8320, -1.6130)  0.22
H (-0.8246, -0.7315, -3.1088)  0.25
H (2.1864, 1.1361, 0.8245)  0.26
H (1.3070, 0.1075, 2.0569)  0.21
H (-0.4427, 1.9579, 1.7842)  0.25
H (0.3572, 2.4445, 0.1683)  0.25

***

Most stable pick: Q. Distance to second place: 35.2 kJ/mol.

***

## P
ORCA calculation (ωB97M-V/def2-TZVPD) on a gas-phase ion, C4H12N3O (charge +1).

Summary:
LUMO level (eV): -3.15
HOMO-LUMO gap (eV): 10.84
E_HOMO (eV): -13.99
Total charge: +1
SMILES: CN[C@@H](O)/[NH+]=C(/C)N

Last column: natural (NBO) charge in e.
Positions of all 20 atoms, in Å:
C (-0.5517, 2.3702, -0.4737)  -0.42
N (-1.2924, 1.1101, -0.4756)  -0.67
C (-1.2506, 0.4888, 0.7575)  0.48
O (-2.2297, -0.3635, 0.8892)  -0.65
N (0.2315, -0.3317, 0.7870)  -0.60
C (0.8873, -1.1340, -0.0282)  0.55
C (2.0650, -1.7950, 0.4404)  -0.72
N (0.4567, -1.0971, -1.3205)  -0.76
H (-0.5603, 2.8098, -1.4484)  0.23
H (-1.0028, 3.0666, 0.2817)  0.20
H (0.3800, 1.9235, 0.0011)  0.20
H (-2.1597, 1.1757, -0.8710)  0.39
H (-1.0588, 0.9811, 1.7429)  0.20
H (-2.3757, -0.9032, 0.0306)  0.49
H (0.7377, -0.2094, 1.5757)  0.38
H (3.0217, -1.2216, 0.4197)  0.29
H (1.9694, -2.0778, 1.5694)  0.27
H (2.1168, -2.7180, -0.2075)  0.26
H (0.8978, -1.5793, -2.1304)  0.43
H (-0.2823, -0.4951, -1.5400)  0.42

***

## Q
ORCA calculation (ωB97M-V/def2-TZVPD) on 2 unconnected molecules or ions with the total composition C4H12N3O.

Summary:
LUMO level (eV): -2.62
HOMO-LUMO gap (eV): 10.03
E_HOMO (eV): -12.65
Total charge: +1

Last column: natural (NBO) charge in e.
Positions of all 20 atoms, in Å:
C (0.8053, 0.1537, -1.6435)  -0.22
C (0.0051, 0.3290, -2.6963)  0.05
N (-0.2475, -0.5771, -3.6796)  -0.77
N (1.0845, 1.2883, -0.7560)  -0.69
H (1.2824, -0.7699, -1.3542)  0.22
H (-0.4379, 1.3087, -2.8564)  0.20
H (-1.1275, -0.5067, -4.1627)  0.41
H (0.0963, -1.5162, -3.5567)  0.40
H (2.0474, 1.6176, -0.8401)  0.43
H (0.9101, 1.0632, 0.2591)  0.48
H (0.4801, 2.0747, -0.9921)  0.43
C (0.2830, 0.4732, 2.9046)  0.56
N (-0.5444, -0.5616, 3.0274)  -0.57
C (-1.1526, -1.2209, 1.8825)  -0.43
O (0.6603, 0.9431, 1.8338)  -0.72
H (0.6230, 0.8867, 3.8621)  0.15
H (-0.8530, -0.7877, 3.9602)  0.42
H (-1.8942, -0.5750, 1.4098)  0.21
H (-1.6462, -2.1300, 2.2249)  0.23
H (-0.3742, -1.4934, 1.1732)  0.21

***

Most stable pick: Q. Distance to second place: 132.4 kJ/mol.